No. 1
Here is a cluster of 2 separate species, C19H35FO4PS2 in total in a non-equilibrium geometry from OMol25. Energies are from the ωB97M-V functional and the def2-TZVPD basis.

```
62
Properties=species:S:1:pos:R:3:forces:R:3
C -0.499739 3.942190 -5.790305 0.070 -0.471 0.272
C -0.198559 3.011183 -4.570363 0.246 -1.127 1.175
C -0.145424 3.473940 -3.186537 0.295 -2.090 -0.509
C 0.099091 2.532885 -2.095490 0.006 -0.264 -1.873
C 0.322059 1.091762 -2.309480 -0.135 1.403 -1.276
C 0.556968 0.141830 -1.091496 -0.406 0.107 0.042
C 2.029255 -0.437865 -0.989622 -0.357 -0.263 0.842
C 0.192646 0.801657 0.306007 0.132 -0.439 -0.064
C 0.305385 0.633802 -3.710716 -0.692 2.975 1.520
O 0.558252 -0.751431 -3.971466 1.259 1.308 -0.399
C 1.605828 -0.825591 -4.929399 -1.341 1.051 -0.645
S 2.791598 -2.217905 -4.660391 -0.764 -0.659 0.059
C 2.143695 -3.471738 -3.484215 -0.439 -1.948 0.866
C 3.200158 -4.667217 -3.488533 0.408 1.714 -1.000
F 3.296522 -5.100133 -4.835127 -0.244 0.064 1.484
P 4.504960 -1.285291 -3.681095 2.575 1.319 -0.107
S 5.975193 -1.114714 -4.926507 -0.882 -0.234 0.382
C 0.030532 1.590291 -4.795308 0.281 -0.603 1.372
H -1.256577 4.734077 -5.543804 0.741 -0.815 -0.127
H -0.899616 3.312991 -6.632579 0.357 0.692 0.806
H 0.432324 4.449409 -6.156150 -0.798 -0.455 0.412
H -0.297662 4.551317 -2.960420 0.114 -0.974 -0.166
H 0.125029 2.980870 -1.071184 0.006 -0.741 -1.057
H -0.160019 -0.722466 -1.207651 0.782 0.822 -0.068
H 2.036817 -1.548669 -1.185859 0.184 1.190 -0.099
H 2.779551 0.122956 -1.597435 -0.731 -0.494 0.377
H 2.343342 -0.339636 0.088845 -0.122 -0.137 -1.134
H -0.643768 1.543799 0.244873 0.773 -0.763 0.115
H 1.101214 1.256661 0.792179 -1.000 -0.153 -0.607
H -0.126862 -0.035136 0.980974 0.227 0.814 -0.480
H 1.126018 -0.918827 -5.947458 0.918 -0.602 0.865
H 2.230078 0.116954 -4.989292 -0.419 -1.015 0.327
H 1.977736 -3.104123 -2.443197 0.292 0.071 -0.995
H 1.174890 -3.936669 -3.818219 0.837 0.980 -0.171
H 4.204003 -4.215928 -3.243439 -0.821 -0.919 0.021
H 2.916835 -5.491936 -2.795358 0.128 0.637 -0.684
H 4.064348 -0.000103 -3.217970 -0.392 -0.908 -0.054
H 4.884248 -2.045259 -2.525072 -0.979 0.147 -0.332
H 0.007768 1.143047 -5.824350 -0.128 0.780 0.952
C -4.553111 -1.626147 3.463885 0.084 0.066 0.177
O -3.478623 -1.163969 4.255551 0.018 0.126 -0.107
C -2.256979 -1.148887 3.533948 -0.189 -0.159 0.585
C -1.168926 -0.464488 4.349228 0.018 0.198 -0.348
O -1.200616 0.955788 4.227770 -0.117 -0.209 0.060
C -2.220731 1.606578 4.984088 0.288 0.226 0.019
C -1.887551 1.703687 6.462970 -0.464 -0.349 0.081
O -2.245149 0.499930 7.127695 0.155 -0.055 -0.066
C -1.775524 0.475198 8.460488 -0.096 -0.071 -0.158
H -4.357371 -2.640000 3.097339 -0.033 0.009 -0.099
H -5.448232 -1.644504 4.084668 0.097 0.011 0.024
H -4.726927 -0.948462 2.620752 -0.010 -0.089 -0.102
H -2.395918 -0.624466 2.580040 0.113 0.008 -0.049
H -1.965053 -2.190073 3.340569 0.105 -0.003 -0.160
H -0.200348 -0.766662 3.940678 -0.030 0.053 -0.040
H -1.189974 -0.772162 5.396412 -0.228 -0.056 -0.031
H -3.194170 1.142123 4.816531 0.030 -0.108 0.195
H -2.270462 2.622009 4.582990 0.081 -0.037 0.007
H -2.464002 2.522979 6.911492 0.116 0.149 -0.032
H -0.816170 1.896597 6.592891 0.008 0.109 -0.065
H -0.680488 0.494649 8.480726 0.016 0.105 0.097
H -2.114836 -0.451117 8.923013 -0.033 0.039 -0.089
H -2.176954 1.320413 9.028885 0.089 0.036 0.057
```
Forces are in eV/Å.

orbital gap: 6.83 eV
2S+1: 1
HOMO energy: -10.85 eV
net charge: +1

Partial atomic charges computed with the natural (NBO) method, in multiples of e: -0.64 0.01 -0.21 -0.19 -0.08 -0.25 -0.61 -0.61 0.33 -0.53 -0.20 0.52 -0.58 0.05 -0.35 0.60 -0.37 -0.31 0.24 0.23 0.24 0.23 0.24 0.22 0.19 0.20 0.24 0.23 0.21 0.23 0.25 0.25 0.27 0.29 0.17 0.23 0.04 0.04 0.22 -0.25 -0.54 -0.09 -0.09 -0.54 -0.10 -0.09 -0.55 -0.25 0.16 0.20 0.16 0.17 0.16 0.18 0.21 0.20 0.19 0.17 0.17 0.16 0.20 0.17



No. 2
Here is a structure of composition C36H36FMoN8O4S in a non-equilibrium geometry from OMol25. Energies are from the ωB97M-V functional and the def2-TZVPD basis.

```
87
Properties=species:S:1:pos:R:3:forces:R:3
Mo -0.508132 -0.931484 -0.109168 -0.453 -1.658 -1.131
S 1.895232 -1.056351 0.431142 -0.174 0.488 0.419
C 1.553372 0.301762 1.527903 -0.013 -1.639 -1.042
N 2.483869 1.198509 1.881451 0.466 0.677 0.547
N 3.639873 1.107303 1.385219 -0.809 -0.494 -0.187
C 4.673524 1.998247 1.664667 0.708 0.680 0.274
C 4.491360 3.071178 2.540612 -0.227 -0.265 -0.124
C 5.533330 3.952019 2.742757 0.062 0.019 -0.004
C 6.744456 3.776411 2.079629 0.001 -0.044 -0.034
C 6.923820 2.698980 1.222053 0.053 0.104 0.031
C 5.894678 1.801491 1.020079 -0.336 -0.181 -0.070
N 0.390163 0.453740 2.140081 -0.030 0.636 0.457
N -0.596252 -0.325866 1.800633 0.349 0.463 0.546
C -1.667692 -0.365073 2.736723 -0.561 -0.145 0.383
C -2.796835 -1.131970 2.445752 0.258 0.098 -0.106
C -3.843956 -1.190957 3.347905 -0.070 -0.009 0.083
C -3.777681 -0.497551 4.546495 0.009 -0.018 0.021
C -2.652717 0.262099 4.840191 -0.043 -0.004 -0.036
C -1.600887 0.331203 3.946733 0.216 -0.035 -0.199
H 3.816129 0.338980 0.724404 0.015 0.015 -0.101
H 3.536749 3.191395 3.032988 0.025 0.069 0.028
H 5.401065 4.786410 3.417474 0.000 0.004 -0.007
H 7.549833 4.482208 2.229147 -0.002 0.001 0.017
H 7.858785 2.562491 0.698127 0.023 -0.001 0.015
H 6.026430 0.952253 0.360262 0.018 0.001 -0.060
H -2.855534 -1.682567 1.517088 -0.065 0.027 0.002
H -4.719314 -1.779484 3.107871 0.015 -0.029 -0.003
H -4.590255 -0.556817 5.257837 -0.028 0.019 -0.029
H -2.591824 0.803736 5.774299 0.007 0.000 0.002
H -0.722573 0.916240 4.172238 -0.003 0.013 0.046
C -3.926771 3.753442 -1.216778 -0.015 -0.134 -0.030
N -2.743538 2.918954 -1.253161 0.250 0.179 0.100
C -2.552385 2.320294 -2.558969 -0.110 0.085 0.070
C -2.553020 2.020794 -0.113225 -0.042 -0.044 -0.036
C -3.219353 0.673667 -0.305206 0.252 0.283 -0.028
C -4.604166 0.627434 -0.157463 -0.061 -0.127 -0.003
C -5.325971 -0.509654 -0.476696 0.041 0.060 0.038
C -4.657864 -1.623562 -0.969466 0.014 -0.025 -0.074
C -3.282382 -1.595213 -1.090704 0.100 -0.098 -0.139
C -2.505140 -0.475623 -0.719414 -0.073 -0.027 0.385
H -3.811304 4.562770 -1.939884 -0.042 -0.002 -0.003
H -4.039763 4.196915 -0.227972 -0.008 0.014 -0.004
H -4.848837 3.206373 -1.470347 -0.023 0.039 0.009
H -2.306213 3.104318 -3.279206 -0.006 -0.037 -0.036
H -3.449727 1.797699 -2.925012 0.034 -0.055 -0.007
H -1.741523 1.594736 -2.531478 -0.031 0.000 -0.023
H -2.957162 2.518688 0.769965 -0.016 -0.011 -0.003
H -1.482406 1.904562 0.040705 -0.034 -0.049 0.060
H -5.121652 1.499613 0.222983 0.016 0.024 -0.030
H -6.402152 -0.522433 -0.362221 0.000 -0.005 0.025
H -5.205866 -2.513606 -1.250467 0.000 0.005 -0.018
H -2.790842 -2.475135 -1.486256 -0.011 -0.020 0.051
F 4.624959 4.693838 -2.757680 0.071 -0.017 -0.001
C 4.216633 3.425758 -2.759008 -0.271 0.165 -0.007
C 2.911343 3.133969 -2.815395 0.241 0.172 0.024
N 2.449708 1.836645 -2.805759 -0.148 -0.203 0.197
C 1.035754 1.535609 -3.011679 -0.004 -0.394 0.062
C 0.432315 0.659664 -1.910409 0.288 0.667 -0.378
O 0.346667 1.100860 -0.738178 -0.033 -0.016 -0.070
O -0.041006 -0.479199 -2.173056 0.147 -0.475 0.285
C 3.323177 0.764488 -2.729679 -0.103 0.089 -0.123
O 2.942082 -0.384082 -2.712243 -0.084 -0.051 -0.002
N 4.655227 1.111029 -2.676124 0.116 0.044 0.040
C 5.235559 2.386958 -2.706387 0.000 -0.192 0.045
O 6.431118 2.532632 -2.676962 -0.069 0.070 0.053
H 2.170512 3.918769 -2.872494 -0.009 -0.003 0.016
H 0.902835 1.033929 -3.970186 -0.060 -0.009 0.037
H 0.485689 2.474346 -2.998210 0.007 0.023 -0.067
H 5.302419 0.334897 -2.701258 -0.001 -0.028 0.012
C -0.756539 -4.020843 2.327584 -0.010 -0.100 -0.088
C -0.772477 -4.745658 1.012146 -0.035 0.521 0.036
C -0.781584 -6.122823 0.936372 -0.024 -0.122 -0.016
C -0.788956 -6.765867 -0.294734 0.008 0.075 -0.016
C -0.759654 -6.030823 -1.468169 -0.026 -0.068 0.006
C -0.739608 -4.645878 -1.451325 0.016 0.390 0.216
C -0.678357 -3.884351 -2.742888 -0.049 -0.085 0.050
C -0.770131 -3.994433 -0.190931 0.081 -1.344 -0.229
N -0.749049 -2.640396 -0.104301 0.223 1.858 -0.249
H -0.557220 -4.707304 3.147307 -0.010 -0.009 0.004
H -1.719635 -3.538328 2.507331 0.070 -0.004 0.064
H 0.010966 -3.244598 2.323006 -0.021 0.007 0.091
H -0.779527 -6.703225 1.849882 0.000 0.014 0.010
H -0.803443 -7.846609 -0.340646 0.009 -0.005 0.020
H -0.742540 -6.538340 -2.424430 0.009 -0.008 0.005
H -0.029360 -4.405498 -3.445358 -0.023 0.010 -0.028
H -0.298698 -2.877774 -2.611423 0.037 0.144 -0.030
H -1.670172 -3.820958 -3.197077 0.009 0.036 -0.016
```
Forces are in eV/Å.

orbital gap (spin up / spin down): 5.17 / 4.97 eV
2S+1: 1
energy above the lowest of the compared OMol25 structures with the same formula, charge and spin: 18.82 kcal/mol
HOMO energy (spin up / spin down): -10.41 / -10.41 eV
net charge: +1

Partial atomic charges computed with the Mulliken method, in multiples of e: -1.38 -0.51 0.19 -0.61 0.67 0.58 -0.30 -0.63 -0.50 -0.67 -0.26 -0.69 1.71 0.11 0.19 -1.10 -0.74 -0.65 -0.75 0.26 0.45 0.39 0.41 0.41 0.38 0.60 0.47 0.44 0.43 0.51 -0.95 0.20 -0.58 -1.40 1.64 -0.82 -1.01 -0.81 -0.35 1.68 0.35 0.33 0.33 0.36 0.34 -0.07 0.76 -0.37 0.61 0.43 0.46 0.33 -0.32 0.17 0.14 0.28 -1.05 1.08 -0.64 -0.50 0.32 -0.62 -0.02 0.28 -0.60 0.40 0.21 0.44 0.27 -0.98 0.77 -0.88 -0.75 -0.88 1.07 -1.53 0.31 0.22 0.49 0.10 0.12 0.44 0.42 0.49 0.53 0.03 0.32



Sequential E_tot output: -2283.08182 -2698.47233 Eh